(1)
{"formula": "C34H46GeN4O6PS2Ti", "method": "wB97M-V/def2-TZVPD", "homo_ev": [-13.00, -13.56], "fmax_ev_per_a": 1.0, "lumo_energy_ev": [-6.36, -6.87], "molar_mass_da": 822.35, "energy_ha": -6057.4803, "relative_energy_ev": 1.2989, "s2": 0.76, "spin_multiplicity": 2, "charge": 2, "species": ["Ti", "C", "N", "C", "C", "O", "C", "O", "C", "C", "O", "N", "C", "C", "H", "H", "H", "H", "H", "H", "H", "H", "H", "H", "H", "H", "H", "H", "H", "H", "N", "C", "H", "C", "C", "C", "O", "P", "S", "S", "O", "C", "C", "C", "H", "H", "H", "H", "H", "H", "H", "H", "H", "H", "H", "H", "H", "H", "C", "C", "C", "C", "C", "C", "Ge", "C", "C", "C", "C", "C", "C", "C", "C", "C", "C", "C", "C", "H", "H", "H", "H", "H", "H", "H", "H", "H", "H", "H", "H", "H", "H", "H", "O", "C", "N"], "coordinates": [[0.51388, 0.02777, 0.80378], [0.36089, 2.19039, -3.16050], [1.51260, 1.29430, -3.04070], [2.52539, 1.43240, -4.08800], [1.59974, 0.42128, -2.06418], [0.66376, 0.29146, -1.22905], [2.83000, -0.46482, -1.98874], [2.83287, -1.23356, -0.81637], [3.85875, -0.93546, 0.09892], [3.51746, 0.28190, 0.94754], [2.43880, 0.89290, 0.72832], [4.36800, 0.64746, 1.87772], [4.07698, 1.78021, 2.76169], [5.59398, -0.11642, 2.14224], [0.72025, 3.21221, -3.27044], [-0.26232, 2.11971, -2.27818], [-0.21778, 1.92598, -4.04675], [3.17720, 2.28160, -3.88157], [2.01617, 1.60902, -5.03361], [3.12041, 0.53142, -4.19494], [3.73002, 0.14841, -2.07271], [2.80127, -1.14237, -2.84699], [4.81169, -0.77483, -0.41411], [3.98470, -1.80697, 0.73996], [3.16947, 2.27122, 2.43073], [4.91307, 2.47707, 2.73599], [3.94215, 1.41930, 3.78101], [5.35863, -1.10592, 2.53457], [6.17107, 0.41968, 2.88912], [6.20563, -0.20893, 1.24650], [-1.96222, -1.63205, 2.42065], [-1.23621, -1.01911, 1.77075], [-2.54300, -2.14405, 3.05557], [-0.93130, 5.39418, 0.94578], [-0.31924, 4.83460, 2.20953], [1.12761, 4.42123, 2.05893], [-1.17042, 3.73653, 2.71571], [-1.17707, 2.20486, 2.40965], [0.36406, 1.14782, 3.09326], [-1.13535, 1.81967, 0.41343], [-2.47966, 1.70125, 3.10811], [-3.81693, 2.33907, 3.15251], [-3.85450, 3.36220, 4.26320], [-4.22678, 2.87829, 1.79966], [-0.40861, 6.31172, 0.67173], [-1.98148, 5.64136, 1.10023], [-0.84653, 4.68743, 0.12106], [-0.40236, 5.56388, 3.01181], [1.25581, 3.68950, 1.25849], [1.51295, 4.00694, 2.99004], [1.70937, 5.30997, 1.81085], [-4.45066, 1.49337, 3.41278], [-3.26714, 4.24319, 4.00919], [-3.47564, 2.93568, 5.19126], [-4.88763, 3.67111, 4.42694], [-3.61368, 3.73069, 1.50393], [-5.26135, 3.21797, 1.86196], [-4.16212, 2.11260, 1.02530], [-0.86168, -5.96833, 1.79562], [-2.06513, -5.42429, 1.36193], [-2.06018, -4.30908, 0.53741], [-0.84402, -3.74966, 0.13061], [0.36224, -4.30454, 0.56433], [0.34947, -5.41010, 1.39898], [-0.96377, -2.32191, -1.11415], [-2.68218, -1.58301, -1.49326], [-3.49399, -0.82032, -0.65411], [-4.78281, -0.50077, -1.04930], [-5.27588, -0.94653, -2.26982], [-4.47635, -1.70814, -3.10969], [-3.17666, -2.01826, -2.73148], [0.17128, -2.41657, -2.64836], [-0.01447, -1.52011, -3.70587], [0.73602, -1.64627, -4.86398], [1.68229, -2.66180, -4.97157], [1.86988, -3.55935, -3.92748], [1.11432, -3.44127, -2.76785], [-0.86664, -6.83439, 2.44459], [-3.00390, -5.87130, 1.66218], [-3.00049, -3.88514, 0.20186], [1.30644, -3.86155, 0.27350], [1.28224, -5.83767, 1.74271], [-3.12394, -0.44986, 0.28961], [-5.40848, 0.09901, -0.40071], [-6.28573, -0.69618, -2.56721], [-4.85714, -2.05898, -4.05963], [-2.56534, -2.61222, -3.39992], [-0.75947, -0.73597, -3.62798], [0.57239, -0.96821, -5.69275], [2.26135, -2.76456, -5.88048], [2.59067, -4.36064, -4.02262], [1.24858, -4.16182, -1.97315], [2.82931, -2.65747, 3.21159], [2.10302, -2.07866, 2.49488], [1.39409, -1.50037, 1.71797]], "lowdin_spin": [0.770, 0.001, 0.011, 0.001, 0.005, 0.022, 0.001, 0.001, 0.001, 0.002, 0.007, 0.000, 0.001, 0.000, 0.000, 0.000, 0.000, 0.000, 0.000, 0.000, 0.000, 0.000, 0.000, 0.000, 0.000, 0.000, 0.000, 0.000, 0.000, 0.000, 0.018, 0.026, 0.001, 0.000, 0.000, 0.000, -0.001, 0.001, 0.012, -0.011, 0.001, 0.000, 0.000, 0.000, 0.000, 0.000, 0.000, 0.000, 0.000, 0.000, 0.000, 0.000, 0.000, 0.000, 0.000, 0.000, 0.000, 0.000, 0.006, 0.001, 0.006, 0.016, 0.005, 0.000, 0.060, 0.013, 0.003, 0.000, 0.002, 0.001, 0.004, 0.005, 0.002, 0.000, 0.002, 0.000, 0.003, 0.000, 0.000, 0.000, 0.000, 0.000, 0.000, 0.000, 0.000, 0.000, 0.000, 0.000, 0.000, 0.000, 0.000, 0.000, 0.000, 0.000, -0.001]}



(2)
{"formula": "C5H11NO", "method": "wB97M-V/def2-TZVPD", "homo_ev": -9.25, "fmax_ev_per_a": 3.9, "lumo_energy_ev": 0.80, "molar_mass_da": 101.15, "energy_ha": -327.0345, "relative_energy_ev": 2.6352, "spin_multiplicity": 1, "charge": 0, "species": ["C", "C", "C", "C", "C", "O", "N", "H", "H", "H", "H", "H", "H", "H", "H", "H", "H", "H"], "coordinates": [[1.44069, 1.11808, 0.09187], [1.26464, -0.34363, -0.31289], [-0.21419, -0.88844, -0.32064], [-0.90744, -0.82420, 1.03430], [-2.03881, 0.15641, 0.74533], [-1.62763, 1.30085, 0.62945], [1.55785, -0.43240, -1.70660], [2.21322, 1.57315, -0.46410], [0.44023, 1.49293, -0.24434], [1.77120, 1.31264, 1.19419], [1.79238, -1.15835, 0.32434], [-0.06356, -1.89677, -0.60643], [-0.63066, -0.21389, -1.09424], [-0.30088, -0.29163, 1.87484], [-1.24059, -1.84916, 1.41834], [-3.07193, -0.07456, 1.02408], [2.52219, -0.20952, -1.81730], [1.41515, -1.37413, -2.12657]], "nbo_charge": [-0.644, -0.017, -0.420, -0.518, 0.432, -0.535, -0.842, 0.208, 0.249, 0.213, 0.147, 0.204, 0.226, 0.242, 0.211, 0.134, 0.354, 0.357]}